Entry 1:
The following is a quantum chemistry calculation of a molecular structure, C10H5ClDyNO5, from the OMol25 dataset.

Geometry (Å):
H (0.20762, -2.72161, 2.37828)
O (-3.47517, -0.49124, -0.43322)
C (2.72993, -0.59252, 2.45059)
O (-0.29080, 0.65092, 3.33100)
O (3.50657, -0.31477, -0.96175)
C (-0.09481, -1.67807, -0.34669)
Cl (5.03740, -0.44565, 3.87136)
C (1.94116, -2.93501, 3.65066)
C (-0.14136, 0.63200, 2.18436)
O (-0.24911, -2.77492, -0.68639)
C (1.17490, -2.31042, 2.67325)
H (3.03460, 0.35298, 1.99319)
H (0.09569, -0.51384, -1.84855)
N (1.60026, -1.20547, 2.09066)
C (-2.40101, -0.09227, -0.48330)
C (3.53974, -1.17630, 3.45032)
C (2.43012, -0.04526, -0.62174)
O (-0.00542, 2.25555, -4.79607)
Dy (0.09618, 0.56928, -0.25964)
H (3.80050, -2.84765, 4.76189)
H (1.62794, -3.87643, 4.08708)
C (0.01071, 1.69049, -3.79951)
C (3.13604, -2.37777, 4.03051)

Atoms 1-2, force components in eV/Å:
0.289 0.105 -0.058
3.940 1.469 -0.302

Properties
multiplicity	6
HOMO energy (spin up / spin down)	-15.71 / -15.71	eV
max |F|	6.85	eV/A
<S²>	9.357
total charge	+2
molar mass	417.10	g mol⁻¹

Löwdin population analysis, charges in e, atoms 1 to 2: atom 1 (H): 0.12, atom 2 (O): 0.20



Entry 2:
The following is a quantum chemistry calculation of 2 unconnected molecules or ions with the total composition C32H56N7O4, from the OMol25 dataset.

Geometry (Å):
C (-2.12312, -0.50352, 2.41393)
H (-1.70661, 4.35809, 1.25551)
H (-4.48993, -6.84644, -5.55655)
H (1.34505, 6.10477, -2.16497)
H (3.09018, 0.26550, 4.92360)
H (-4.78477, -1.01232, 2.54427)
C (-0.99737, 4.69589, 0.50112)
H (-3.03526, -7.41150, -3.63160)
H (-0.23721, 1.15811, -1.76003)
H (-1.39946, 6.76621, 0.99511)
H (1.82511, 2.86411, 4.12372)
H (6.06477, 4.41381, 3.02003)
H (-7.02492, 0.07766, 2.56952)
O (-6.79003, 0.33099, 3.46978)
C (-3.83234, -6.67424, -3.50280)
H (3.35862, -5.36284, 0.16925)
C (-4.19011, -6.06658, -4.85550)
C (-2.18163, -4.82016, -2.80750)
C (-0.84613, 6.06413, 0.37926)
N (1.93516, 1.31415, 1.71815)
H (-0.49042, 2.75554, -0.19028)
O (1.30481, 3.72451, -3.44371)
C (0.49075, -0.92228, -1.97764)
H (-1.67009, 1.13961, 1.04830)
H (-2.56319, -1.06698, 1.57823)
N (6.37224, 4.51682, 2.06115)
H (0.44041, -6.99589, -2.05116)
H (-1.58325, -1.21325, 3.05572)
C (4.08627, 4.96102, 0.79709)
H (2.91214, 1.70381, 6.12736)
C (2.20777, 2.23193, -1.82577)
H (3.98585, 3.52975, 3.05597)
H (1.85455, 1.37686, -2.40868)
O (5.92648, 6.44598, 0.93296)
H (-0.27143, -5.77545, -0.98870)
H (-1.19051, -0.07126, -0.98698)
C (2.72309, 2.23357, 4.11753)
N (2.22363, 1.98931, -0.40352)
H (4.11687, 3.87366, -1.04404)
H (-4.69865, -7.22425, -3.12660)
C (-3.43144, -5.63180, -2.46018)
H (-4.52122, 0.45986, 1.55671)
H (-5.07335, 0.86385, 4.45524)
H (3.20335, 2.45304, -2.22658)
H (-0.69758, 1.11929, 2.60018)
H (-0.05424, -2.85621, -1.21416)
C (2.94609, 1.33392, 5.09740)
C (1.32715, 3.44093, -2.26523)
H (-1.06634, -6.32683, -3.89812)
H (1.79670, -5.20460, -0.22971)
H (-1.99025, -4.11288, -1.99104)
C (-0.15157, 0.22935, -1.17941)
C (-1.16212, 0.52215, 1.80023)
H (2.61462, -2.33722, -2.42666)
H (6.57684, 3.62620, 1.62615)
H (-2.37927, -4.20847, -3.69313)
H (-1.22918, -7.16649, -1.52014)
H (3.35268, 4.91115, 1.60851)
H (-0.21476, -1.23358, -2.76117)
H (-2.95166, 1.11645, 3.36587)
H (-4.26513, -4.93787, -2.31114)
H (-5.02043, -5.36362, -4.75887)
H (4.00857, -3.46416, -1.03843)
C (2.96155, -3.57636, -0.72370)
N (3.14292, 2.62017, 0.40823)
C (2.00073, -2.97136, -1.77169)
C (0.70524, 5.66026, -1.40300)
H (-6.09042, 2.43747, 2.05141)
H (1.64164, -3.79783, -2.39880)
C (-0.92090, -5.64911, -3.05372)
H (0.12398, 7.61352, -0.70549)
C (5.50928, 5.36254, 1.27118)
H (-3.34421, -5.53776, -5.29835)
N (-3.17391, 0.13648, 3.21602)
C (0.55209, 4.29085, -1.28529)
H (5.13824, 3.12710, 0.16250)
C (-5.49097, 0.88246, 3.43980)
C (-0.47368, -6.44353, -1.83036)
H (4.52972, 1.79626, 3.05058)
H (-5.85872, 3.03994, 3.70985)
C (2.95245, 2.18255, 1.65030)
C (1.50071, 1.22848, 0.44378)
H (1.41044, -0.63559, -2.50805)
N (0.46016, 0.45295, 0.12302)
C (0.02440, 6.53612, -0.59306)
C (-4.49725, 0.04444, 2.58649)
C (0.80925, -2.18489, -1.13262)
N (2.73977, -5.02501, -0.56269)
C (4.16241, 3.60503, 0.01284)
O (-0.10430, -0.23981, 1.17128)
H (3.77099, 5.76039, 0.12083)
C (3.68549, 2.49030, 2.94753)
C (-0.31721, 3.82257, -0.30820)
H (1.10208, -1.97417, -0.10096)
H (-4.44399, 2.62075, 2.66590)
C (-5.47031, 2.34962, 2.95575)
H (-0.11186, -4.97100, -3.34356)
H (-3.28499, -6.13209, -1.49844)
H (2.88444, -3.08305, 0.26281)

Atoms 1-2, force components in eV/Å:
0.039 0.130 -0.022
0.201 -0.303 -0.213

Properties
HOMO energy	-11.31	eV
max |F|	2.27	eV/A
ΔE to the lowest compared entry with this formula, charge and spin	0.668	eV
total charge	+1
molar mass	602.85	g mol⁻¹

Löwdin population analysis, charges in e, atoms 1 to 2: atom 1 (C): -0.19, atom 2 (H): 0.11



Entry 3:
The following is a quantum chemistry calculation of C4H7NO in the gas phase, from the OMol25 dataset.

Geometry (Å):
H (1.28114, -0.38758, -0.66330)
C (0.33174, 0.16122, -0.56110)
C (-1.15556, -1.67834, 0.89760)
H (0.59487, 1.40098, -2.29057)
H (-0.57131, 2.02500, -1.10682)
H (-0.40493, -0.57462, 2.54924)
N (-1.93138, -2.26755, 0.27471)
C (-0.11257, -0.83175, 1.52655)
O (0.04286, 0.36130, 0.81749)
H (1.17178, 2.13611, -0.77339)
H (0.82193, -1.41467, 1.57027)
H (-0.45917, -0.44739, -1.01827)
C (0.39060, 1.51729, -1.22240)

Atoms 1-2, force components in eV/Å:
-0.085 0.096 0.023
0.054 -0.002 -0.232

Properties
HOMO energy	-10.78	eV
max |F|	1.11	eV/A
ΔE to the lowest compared entry with this formula, charge and spin	1.538	eV
total charge	0
molar mass	85.11	g mol⁻¹
SMILES	CCOCC#N

Löwdin population analysis, charges in e, atoms 1 to 2: atom 1 (H): 0.13, atom 2 (C): -0.28



Entry 4:
The following is a quantum chemistry calculation of a molecular structure, C24H24IN2O2Ru, from the OMol25 dataset.

Geometry (Å):
C (0.00822, -0.74904, -4.49533)
C (0.78695, 1.64421, 1.84627)
H (-0.79158, 2.44739, 4.13448)
H (3.47213, -2.69624, 3.04048)
H (-3.23847, -3.02905, -0.17608)
C (-1.10426, 4.19418, -1.04023)
C (-0.41687, -2.03697, -0.88751)
C (-2.76560, -3.04749, -1.15865)
H (0.72915, 2.68289, 2.17267)
H (-3.22242, -0.63880, -0.30096)
H (0.66196, -1.97839, -6.14066)
H (-1.11876, 3.32247, 0.91328)
N (1.67495, -1.04363, 4.96350)
C (-2.50918, -0.56116, -1.12177)
H (0.08180, 2.44211, 5.68164)
C (1.61937, -0.59845, 2.60702)
C (-1.80140, -1.89200, -1.24514)
H (-3.54937, -2.95423, -1.90772)
H (0.32876, -4.10013, -4.90704)
C (0.20075, 2.38455, 4.59495)
C (0.90566, 2.39457, -1.62243)
H (0.94733, 3.28336, -3.56096)
H (-0.89924, 4.84478, -3.07361)
C (2.48503, -2.78843, 3.49432)
C (-0.43831, -0.71692, -3.20215)
C (0.30092, -1.96649, -5.12534)
H (-1.82121, 0.25540, -0.88219)
H (-0.64893, 0.24271, -2.73984)
H (1.84081, -3.31131, 2.78846)
H (-0.13143, -3.05418, -0.58471)
C (1.91984, -1.43731, 3.75702)
H (0.99719, 0.36435, 6.27699)
C (-0.37277, -3.14491, -3.14331)
H (-1.89144, 4.89070, -0.80393)
C (0.84760, 1.06156, 4.23723)
C (1.06873, 0.69761, 2.88515)
C (0.11127, -3.15383, -4.43519)
H (-2.27533, -4.00757, -1.27939)
H (-3.07590, -0.30788, -2.01611)
O (1.88639, -1.04984, 1.46088)
I (2.52931, 1.02454, -2.10801)
C (0.48407, 3.28753, -2.58806)
C (0.32484, 2.36789, -0.34569)
H (-0.50932, -4.08205, -2.62664)
C (-0.66997, 3.31406, -0.06928)
C (-0.61763, -1.92649, -2.44376)
H (1.68872, 3.65515, 4.64093)
H (0.14323, 0.17825, -5.03436)
Ru (1.08855, -0.57457, -0.46003)
C (1.16282, 0.15626, 5.22855)
C (-0.54249, 4.17615, -2.30626)
N (0.65438, 1.38619, 0.58766)
O (0.90197, 3.50496, 4.10547)
H (2.55919, -3.35644, 4.41538)

Atoms 1-2, force components in eV/Å:
0.039 -0.106 -0.358
0.077 -0.130 0.270

Properties
HOMO energy (spin up / spin down)	-10.09 / -10.10	eV
max |F|	3.01	eV/A
total charge	+1
molar mass	600.44	g mol⁻¹

Löwdin population analysis, charges in e, atoms 1 to 2: atom 1 (C): -0.06, atom 2 (C): -0.03